1.
A cluster of 3 separate species, C18H23BF3NO6PS in total in a non-equilibrium geometry. Source: OMol25; level of theory: wB97M-V/def2-TZVPD.

XYZ file:
```
54
C18H23BF3NO6PS, DFT wB97M-V/def2-TZVPD
C 3.27 -2.96 -5.21
C 1.55 4.45 -1.67
H -4.22 -0.52 0.61
O -5.54 0.01 2.34
H -4.26 -4.11 1.60
C 0.04 0.80 1.23
O 2.85 1.71 0.17
O 2.05 4.99 -3.90
H 5.12 -1.98 -4.90
C 3.15 3.08 -3.09
F -2.75 1.72 3.03
C -3.70 0.96 3.61
C 3.35 2.25 -2.07
H -0.14 0.76 0.16
H 3.67 -3.90 -5.54
C 2.67 2.46 -0.77
H 1.28 -0.46 5.20
H -3.05 0.67 1.02
C 1.76 3.63 -0.65
H -6.12 -0.37 3.01
C 4.04 -1.93 -4.87
H 1.32 0.86 4.08
C 1.98 -0.54 -4.37
F -4.72 1.77 3.95
H 1.09 1.04 1.36
C 2.24 4.24 -2.97
C -4.19 -0.20 2.68
O -2.19 -3.27 3.38
C 1.79 -2.86 -5.16
H 4.02 1.40 -2.13
F -3.21 0.43 4.76
C -3.47 -0.27 1.35
H -2.90 -4.99 1.40
P -0.20 -0.86 1.94
H -2.46 -2.52 3.92
O 4.16 0.30 -4.11
H 0.89 5.31 -1.60
O 1.08 -3.79 -5.46
C 1.20 -1.56 -4.71
H -4.15 -1.10 3.29
H 3.64 2.94 -4.04
C -0.31 -0.54 3.73
H 1.88 -0.73 3.57
H -0.55 1.55 1.74
S -2.12 -1.50 1.12
B -2.57 -3.11 2.10
C 1.14 -0.20 4.16
H -0.64 -1.40 4.30
H 1.27 3.76 0.31
H 1.58 0.41 -4.05
H 0.12 -1.51 -4.68
C 3.46 -0.64 -4.42
H -0.91 0.34 3.92
N -3.29 -4.06 1.30
```

Computed properties:
net charge	+1
maximum force	0.02591	hartree/bohr
energy	-2269.63983	Eh
orbital gap	8.2568	eV

2.
A structure of composition C24H60F4Li4N2O24P4S4 in a non-equilibrium geometry. Source: OMol25; level of theory: wB97M-V/def2-TZVPD.

XYZ file:
```
126
C24H60F4Li4N2O24P4S4, DFT wB97M-V/def2-TZVPD
Li -12.29 1.43 2.61
H -19.24 2.07 -1.71
H -15.20 -7.68 -1.36
H -2.08 0.26 -15.78
P -15.23 -9.98 2.55
O -18.86 1.82 2.68
O -7.78 -0.68 -6.11
C -18.41 1.52 -1.25
H 0.77 0.73 -7.53
Li -8.85 3.82 0.44
S -8.85 0.19 -6.41
F -11.54 0.84 -4.68
H -4.63 -1.37 -15.19
H -16.30 -7.07 0.92
C -5.52 -4.08 -12.55
H 0.12 -4.05 -4.04
S -10.04 0.24 -4.22
O -18.31 -0.22 1.38
H -14.18 -8.86 -0.60
O 0.64 0.59 -3.04
P -0.30 0.23 -4.35
C -1.38 -4.35 -14.20
O -3.47 1.04 1.23
O -16.29 -9.87 3.83
C -18.33 -9.61 4.99
S -4.17 3.69 1.10
Li -10.36 4.27 -6.81
O 0.64 0.81 -5.57
H -5.85 -3.40 -11.76
C -19.62 -0.82 1.50
H -19.32 -0.53 3.75
H -18.57 -10.65 5.23
H -14.28 -11.73 4.62
O -15.72 -10.97 1.54
H 0.30 3.13 -6.80
H -1.41 -5.00 -15.08
C -13.52 -10.98 4.44
O -1.70 0.68 -4.21
C -18.89 3.09 3.19
C -0.01 -3.57 -14.02
C 2.99 0.81 -2.86
H -17.61 2.58 4.92
H -17.79 -9.08 5.77
C -18.65 0.09 -1.72
O -5.76 1.14 2.26
H -0.82 2.51 -8.08
C -15.80 -8.01 0.70
H 2.85 1.82 -2.50
H -1.50 -5.07 -13.39
C -6.69 -4.88 -13.08
S -4.91 1.45 1.11
O -2.54 -3.56 -14.33
H 1.83 -1.15 -3.00
H -12.61 -9.27 5.51
O -0.05 -1.41 -4.48
H -20.21 -2.07 3.34
H -19.68 -0.13 -1.46
H -4.84 -4.77 -12.05
H -1.73 -1.44 -15.32
H 0.29 -2.95 -14.86
C -17.59 -9.32 3.67
H 3.89 0.43 -2.37
O -13.79 -10.23 3.21
H -0.90 0.38 -7.00
O -9.96 -0.11 -7.27
P -3.33 -2.87 -13.20
F -4.82 5.15 0.95
H -18.59 -1.94 3.18
O -16.52 1.61 1.41
N -9.16 1.28 -5.32
H -13.58 -10.34 6.62
C -2.50 -0.74 -15.65
C -3.84 -0.73 -14.80
H -14.24 -9.22 5.49
C -0.48 2.42 -7.05
C -1.12 -2.31 -4.18
H -19.74 -1.69 0.86
H -7.46 -4.22 -13.46
H -0.25 -2.77 -13.32
H -4.38 0.21 -14.70
H -2.78 -1.17 -16.61
H -18.12 -9.83 2.86
H 0.83 -4.05 -13.51
H -2.02 -1.89 -4.64
C -19.48 -1.33 3.03
O -10.10 -1.22 -4.51
Li -5.82 3.01 -3.66
P -17.99 1.37 1.40
H -20.51 -0.21 1.38
C -14.77 -7.97 -0.40
O -15.16 -8.47 1.94
H -19.19 2.41 5.37
H -7.14 -5.66 -12.47
H -1.36 2.65 -6.45
H -12.52 -11.41 4.46
H -17.53 2.08 -1.56
C -0.03 1.01 -6.84
H -14.05 -7.23 -0.05
C -0.69 -3.70 -4.68
H -17.91 -0.56 -1.26
H -1.36 -2.11 -3.14
O -4.08 3.62 2.57
C -13.45 -9.96 5.60
H -1.45 -4.44 -4.46
O -10.02 0.64 -2.83
O -3.02 3.78 0.26
F -5.34 0.39 -0.02
O -18.74 1.96 0.04
O -4.88 -3.31 -13.57
H -6.25 -5.46 -13.89
F -8.08 1.30 -7.29
H -0.43 -3.59 -5.73
H -17.47 -8.29 3.36
H -16.69 -8.60 0.47
H -18.56 -0.07 -2.80
H -18.48 3.97 5.26
H 3.31 0.80 -3.90
O -3.41 -1.24 -13.58
H -19.37 -9.28 5.03
O -2.86 -3.12 -11.83
H -19.87 3.52 2.97
H 1.79 -0.25 -1.56
H -18.35 3.80 2.56
N -5.41 2.89 0.36
C -18.58 3.03 4.71
C 1.79 -0.12 -2.65
```

Computed properties:
net charge	+2
maximum force	0.10704	hartree/bohr
energy	-6253.01628	Eh
orbital gap	3.5098	eV

3.
The molecule C3H6N2S in a non-equilibrium geometry. Source: OMol25; level of theory: wB97M-V/def2-TZVPD.

XYZ file:
```
12
C3H6N2S, DFT wB97M-V/def2-TZVPD
S 1.42 2.34 -0.16
C 0.18 -0.01 -0.46
C -0.97 -0.94 -0.32
C 0.04 1.24 -0.10
H 1.17 -0.46 -0.60
H -1.03 -1.64 -1.03
H -1.92 -0.59 -0.20
H 3.26 2.11 1.39
N 2.17 0.49 1.93
H -0.77 1.61 0.53
N 2.52 1.39 1.29
H -0.75 -1.47 0.52
```

Computed properties:
energy above the lowest of the compared OMol25 structures with the same formula, charge and spin	406.4	kJ/mol
maximum force	0.07975	hartree/bohr
energy	-625.46719	Eh
orbital gap (alpha / beta)	8.3071 / 8.3079	eV